Computed, not measured: a 5-piece molecular cluster, C30H75N5O10 overall, with ωB97M-V/def2-TZVPD.

```
! RIJCOSX wB97M-V def2-TZVPD def2/J DEFGRID3
* xyz 0 1
C 2.320 -1.825 -1.307
O 1.999 -0.807 -0.412
C 0.658 -0.902 0.073
C 0.338 0.504 0.644
N -0.444 1.365 -0.233
C 0.151 1.576 -1.532
C -0.114 2.919 -2.223
O -1.501 3.247 -2.189
C -2.287 2.191 -2.730
H 3.354 -1.697 -1.634
H 1.704 -1.878 -2.216
H 2.256 -2.819 -0.839
H 0.508 -1.742 0.753
H -0.012 -0.986 -0.791
H 1.210 1.043 1.032
H -0.265 0.262 1.523
H -0.784 2.179 0.303
H 0.022 0.705 -2.188
H 1.225 1.416 -1.324
H 0.277 3.036 -3.237
H 0.411 3.699 -1.667
H -1.775 1.704 -3.567
H -3.286 2.461 -3.063
H -2.366 1.418 -1.959
C 5.670 1.548 -3.807
O 4.413 0.935 -3.643
C 3.417 1.302 -4.561
C 2.253 0.363 -4.303
N 1.087 0.541 -5.139
C 0.036 -0.451 -4.992
C -1.031 -0.297 -6.063
O -0.570 -0.024 -7.363
C -0.152 -1.154 -8.108
H 6.306 1.210 -2.989
H 5.630 2.632 -3.667
H 6.099 1.228 -4.760
H 3.783 1.179 -5.588
H 3.068 2.333 -4.430
H 2.103 0.313 -3.223
H 2.605 -0.661 -4.528
H 1.270 0.644 -6.127
H -0.310 -0.558 -3.964
H 0.579 -1.386 -5.248
H -1.709 0.496 -5.749
H -1.572 -1.250 -6.086
H -1.009 -1.798 -8.337
H 0.512 -1.727 -7.454
H 0.318 -0.896 -9.052
C 4.646 -2.328 1.573
O 5.123 -1.784 2.790
C 6.014 -2.563 3.538
C 5.588 -2.567 4.997
N 5.398 -1.194 5.500
C 6.575 -0.399 5.788
C 6.176 0.983 6.292
O 5.832 0.866 7.663
C 6.003 2.034 8.466
H 4.032 -1.565 1.100
H 4.254 -3.311 1.855
H 5.457 -2.498 0.850
H 7.063 -2.238 3.542
H 6.139 -3.596 3.188
H 6.226 -3.212 5.601
H 4.583 -2.978 5.131
H 4.843 -0.706 4.806
H 7.308 -0.311 4.975
H 7.048 -0.861 6.660
H 5.285 1.371 5.784
H 7.009 1.664 6.088
H 6.605 2.840 8.037
H 6.449 1.724 9.407
H 5.001 2.465 8.541
C -2.228 7.331 1.477
O -2.304 5.951 1.735
C -2.271 5.132 0.584
C -2.524 3.690 0.990
N -1.304 3.234 1.709
C -1.575 2.337 2.852
C -0.353 2.190 3.776
O -0.350 0.930 4.429
C 0.959 0.458 4.656
H -1.794 7.960 2.252
H -3.245 7.682 1.274
H -1.609 7.528 0.593
H -1.296 5.280 0.116
H -3.152 5.343 -0.037
H -2.714 3.070 0.117
H -3.355 3.704 1.703
H -1.017 4.069 2.219
H -2.091 1.437 2.514
H -2.356 2.776 3.493
H -0.361 2.990 4.520
H 0.503 2.339 3.111
H 1.625 0.665 3.809
H 1.022 -0.634 4.563
H 1.371 0.720 5.630
C -8.995 -2.474 -2.384
O -8.478 -3.765 -2.135
C -8.735 -4.268 -0.861
C -7.832 -5.507 -0.630
N -6.432 -5.250 -0.928
C -5.767 -4.527 0.150
C -4.392 -4.072 -0.309
O -4.452 -2.812 -0.994
C -3.243 -2.106 -1.080
H -10.073 -2.523 -2.215
H -8.694 -2.155 -3.379
H -8.547 -1.718 -1.728
H -9.759 -4.664 -0.838
H -8.552 -3.531 -0.071
H -8.157 -6.185 -1.427
H -7.951 -5.995 0.333
H -6.267 -4.723 -1.775
H -5.539 -5.221 0.973
H -6.347 -3.771 0.693
H -3.880 -4.812 -0.926
H -3.782 -3.870 0.578
H -2.548 -2.300 -0.256
H -3.475 -1.040 -1.059
H -2.733 -2.326 -2.023
*
```

Values from the calculation:
E = -2213.86202 hartree
Structure (SMILES) = COCCNCCOC.COCCNCCOC.COCCNCCOC.COCCNCCOC.COCCNCCOC
Relative energy (zero: lowest compared OMol25 entry of this formula, charge and spin) = 48.7 kcal per mole
E_HOMO = -0.2916 Eh
Frontier orbital gap = 8.6 eV